No. 1
The following is a quantum chemistry calculation of a structure of composition C6H14ClO2PdPr at a distorted geometry, from the OMol25 dataset.

Structure (ORCA input):
```
! RIJCOSX wB97M-V def2-TZVPD def2/J DEFGRID3
* xyz -2 5
Pr 0.18 0.68 0.07
Cl -0.68 2.66 -1.34
C -1.98 -0.18 0.65
H -2.00 -0.70 1.62
H -2.39 -0.86 -0.11
H -2.65 0.69 0.72
Pd 0.55 -0.12 -2.88
C 2.40 0.72 -3.07
C -0.80 0.00 -4.43
C 0.56 -1.66 -1.54
H -1.29 -0.99 -4.51
H -1.52 0.79 -4.13
H -0.24 0.26 -5.35
H 3.14 0.00 -2.66
H 2.57 0.89 -4.15
H 2.41 1.68 -2.50
H -0.32 -2.38 -1.59
H 1.47 -2.30 -1.70
C 0.56 1.84 4.32
C 0.55 1.38 2.88
O 0.80 0.17 2.55
O 0.22 2.25 1.98
H 0.87 1.08 5.03
H -0.44 2.20 4.60
H 1.21 2.71 4.41
*
```

Results
Electronic energy = -1492.4699 Ha
Gap between HOMO and LUMO (spin up / spin down) = 3.198 / 4.132 eV
LUMO energy (spin up / spin down) = 0.1757 / 0.1749 hartree

---

No. 2
The following is a quantum chemistry calculation of the molecule C3H2N2OS at a distorted geometry, from the OMol25 dataset.

Structure (ORCA input):
```
! RIJCOSX wB97M-V def2-TZVPD def2/J DEFGRID3
* xyz 0 1
C 0.89 -0.40 -0.22
C 0.74 0.80 0.38
C 0.10 -1.50 0.01
N -0.59 -2.34 0.29
N -2.01 0.23 -1.11
O -0.48 1.29 0.87
S -2.03 1.11 0.03
H 1.89 -0.72 -0.75
H 1.48 1.54 0.50
*
```

Results
Electronic energy = -698.3373 Ha
Gap between HOMO and LUMO = 8.777 eV
LUMO energy = -0.0417 hartree

---

No. 3
The following is a quantum chemistry calculation of a cluster of 10 separate species, C32H88N4O18 in total at a distorted geometry, from the OMol25 dataset.

Structure (ORCA input):
```
! RIJCOSX wB97M-V def2-TZVPD def2/J DEFGRID3
* xyz 0 1
C -8.98 15.41 19.19
O -9.06 16.78 18.80
C -10.26 17.08 18.13
C -10.46 18.55 17.71
C -10.68 19.53 18.82
N -11.59 18.54 16.81
H -8.26 15.30 19.96
H -8.78 14.75 18.30
H -9.98 15.12 19.55
H -10.28 16.47 17.23
H -11.10 16.80 18.74
H -9.57 18.82 17.16
H -10.47 20.67 18.69
H -10.03 19.21 19.65
H -11.71 19.43 19.08
H -11.82 19.54 16.62
H -12.40 18.18 17.27
C -14.44 20.32 11.05
O -13.98 20.10 12.35
C -15.05 20.18 13.30
C -14.38 19.80 14.71
C -15.31 19.55 15.88
N -13.43 20.75 15.26
H -14.71 19.32 10.56
H -13.64 20.84 10.53
H -15.32 20.97 11.03
H -15.57 21.12 13.31
H -15.84 19.40 13.08
H -13.85 18.85 14.47
H -16.09 18.79 15.76
H -15.91 20.42 16.10
H -14.67 19.32 16.81
H -12.69 20.97 14.60
H -13.90 21.63 15.52
C -12.74 12.74 18.06
O -13.40 13.04 19.22
C -14.08 14.28 19.06
C -14.74 14.66 20.39
N -13.80 14.80 21.47
C -14.42 14.96 22.76
C -13.58 14.45 23.83
O -12.36 15.16 24.12
C -11.73 14.67 25.23
H -11.97 13.50 17.79
H -13.49 12.67 17.22
H -12.22 11.79 18.11
H -14.78 14.16 18.29
H -13.37 15.05 18.76
H -15.61 13.94 20.61
H -15.17 15.68 20.26
H -13.19 14.05 21.51
H -15.25 14.31 22.87
H -14.74 15.95 22.92
H -13.28 13.41 23.62
H -14.14 14.47 24.71
H -12.26 14.90 26.20
H -10.68 15.12 25.28
H -11.53 13.61 25.18
C -1.44 18.42 12.71
O -2.63 17.87 12.28
C -3.15 16.57 12.61
C -4.71 16.62 12.52
N -5.25 17.31 13.62
C -6.65 17.71 13.41
C -7.35 18.15 14.71
O -6.75 19.40 15.10
C -7.34 19.94 16.20
H -1.29 18.65 13.78
H -1.34 19.40 12.20
H -0.59 17.81 12.35
H -2.91 16.26 13.59
H -2.69 15.83 11.94
H -5.05 15.59 12.57
H -5.01 16.99 11.52
H -4.75 18.18 13.68
H -7.26 16.84 13.06
H -6.82 18.44 12.66
H -7.26 17.37 15.50
H -8.37 18.34 14.50
H -7.21 19.24 17.07
H -8.39 20.21 16.11
H -6.84 20.86 16.55
O -4.83 13.44 15.44
C -6.09 13.92 14.85
C -7.02 12.72 14.79
O -6.46 11.78 13.92
H -4.48 14.09 16.06
H -6.42 14.74 15.50
H -5.95 14.24 13.81
H -7.95 13.08 14.37
H -7.19 12.28 15.86
H -5.51 11.67 14.12
O -11.48 19.40 11.35
C -10.29 20.11 11.38
C -10.46 21.49 12.03
O -10.54 21.33 13.45
H -12.00 19.50 12.17
H -9.48 19.50 11.81
H -10.07 20.33 10.29
H -11.32 22.07 11.65
H -9.52 21.96 11.77
H -10.51 20.37 13.66
O -12.98 17.89 23.80
C -11.97 18.43 23.00
C -11.42 17.58 21.90
O -12.24 17.20 20.86
H -12.84 16.95 23.97
H -12.35 19.30 22.54
H -11.06 18.63 23.63
H -10.83 16.69 22.28
H -10.62 18.25 21.49
H -12.75 16.49 21.24
O -11.23 18.32 13.93
C -10.99 17.03 13.51
C -12.24 16.27 13.05
O -12.15 15.46 11.85
H -11.57 18.26 14.85
H -10.33 17.09 12.70
H -10.59 16.43 14.32
H -13.07 17.01 13.02
H -12.61 15.60 13.82
H -12.58 16.02 11.18
O -4.09 19.33 15.83
C -2.91 18.77 16.44
C -3.00 17.29 16.45
O -4.29 16.81 16.68
H -4.86 18.91 16.18
H -2.09 19.18 15.80
H -2.69 19.20 17.38
H -2.37 16.90 17.24
H -2.57 16.99 15.41
H -4.78 16.92 15.83
O -10.05 13.43 12.30
C -10.49 12.08 11.99
C -11.01 11.56 13.36
O -11.64 10.27 13.23
H -10.79 14.00 12.03
H -11.21 12.10 11.19
H -9.58 11.51 11.72
H -11.71 12.34 13.71
H -10.15 11.44 14.04
H -12.49 10.39 12.81
*
```

Results
Electronic energy = -2845.0677 Ha
SMILES = COC[C@H](C)N.COC[C@H](C)N.COCCNCCOC.COCCNCCOC.OCCO.OCCO.OCCO.OCCO.OCCO.OCCO
Gap between HOMO and LUMO = 9.717 eV
LUMO energy = 0.0131 hartree

---

No. 4
The following is a quantum chemistry calculation of the molecule C18H30N2O3S at a distorted geometry, from the OMol25 dataset.

Structure (ORCA input):
```
! RIJCOSX wB97M-V def2-TZVPD def2/J DEFGRID3
* xyz 0 1
C -1.87 3.04 -5.42
C -1.09 3.36 -4.15
C 0.31 2.73 -4.17
C 1.06 3.01 -2.88
C 2.42 2.31 -2.85
C 3.24 2.61 -1.60
C 2.56 2.22 -0.28
C 2.21 0.73 -0.22
C 1.83 0.26 1.18
C 0.62 0.97 1.75
S -0.85 0.81 0.70
O -0.80 1.75 -0.38
O -2.01 0.83 1.55
N -0.70 -0.70 -0.07
N -1.00 -1.90 0.43
C -1.13 -2.08 1.69
C -1.41 -3.40 2.22
C -1.65 -4.48 1.37
C -1.94 -5.73 1.89
C -2.00 -5.91 3.26
C -1.77 -4.85 4.12
C -1.47 -3.59 3.61
O -1.21 -2.50 4.39
C -1.32 -2.61 5.78
H -1.35 3.43 -6.30
H -1.99 1.97 -5.54
H -2.86 3.50 -5.38
H -1.63 2.98 -3.28
H -0.99 4.44 -4.04
H 0.87 3.12 -5.02
H 0.21 1.65 -4.31
H 1.21 4.08 -2.77
H 0.45 2.67 -2.04
H 3.00 2.62 -3.72
H 2.27 1.23 -2.94
H 4.20 2.09 -1.67
H 3.46 3.68 -1.57
H 3.24 2.47 0.54
H 1.65 2.81 -0.16
H 3.07 0.15 -0.56
H 1.38 0.54 -0.90
H 1.62 -0.81 1.15
H 2.67 0.41 1.86
H 0.78 2.05 1.83
H 0.33 0.58 2.72
H -0.83 -0.64 -1.07
H -1.05 -1.27 2.41
H -1.60 -4.31 0.31
H -2.12 -6.56 1.22
H -2.23 -6.88 3.67
H -1.82 -5.02 5.18
H -2.33 -2.92 6.08
H -1.12 -1.62 6.18
H -0.59 -3.32 6.19
*
```

Results
Electronic energy = -1437.2456 Ha
SMILES = CCCCCCCCCCS(=O)(=O)N/N=C/c1ccccc1OC
Gap between HOMO and LUMO = 8.794 eV
LUMO energy = 0.0176 hartree

---

No. 5
The following is a quantum chemistry calculation of a cluster of 8 separate species, C26H56NO12 in total at a distorted geometry, from the OMol25 dataset.

Structure (ORCA input):
```
! RIJCOSX wB97M-V def2-TZVPD def2/J DEFGRID3
* xyz 1 1
N 0.48 0.50 0.81
H 0.39 -0.32 1.54
H 0.25 0.12 -0.08
H 1.44 0.95 1.01
H -0.32 1.08 0.80
O 2.59 0.19 -1.42
C 2.96 0.64 -2.45
O 2.97 0.18 -3.69
C 2.22 -0.96 -3.86
C 2.37 -1.40 -5.32
C 3.72 1.94 -2.46
H 1.26 -0.89 -3.55
H 2.76 -1.71 -3.23
H 3.33 -1.79 -5.26
H 2.25 -0.57 -6.10
H 1.62 -2.10 -5.59
H 3.57 2.70 -3.24
H 4.63 1.89 -2.80
H 3.50 2.57 -1.63
O 0.08 -0.78 3.97
C -0.08 -1.80 4.64
O 0.30 -3.02 4.33
C 1.11 -3.27 3.19
C 1.77 -4.75 3.22
C -0.99 -1.80 5.89
H 1.44 -2.48 2.71
H 0.42 -3.45 2.30
H 1.13 -5.54 3.33
H 2.41 -4.64 4.14
H 2.33 -4.95 2.37
H -0.80 -1.15 6.73
H -0.67 -2.81 6.37
H -2.03 -1.70 5.71
O -0.50 1.67 -2.20
C -0.56 2.82 -2.63
O -1.28 3.38 -3.64
C -2.20 2.56 -4.30
C -3.23 3.44 -5.09
C 0.20 3.90 -1.83
H -2.75 2.17 -3.49
H -1.88 1.95 -5.16
H -4.10 2.71 -5.69
H -2.71 4.19 -5.73
H -3.83 4.02 -4.51
H 1.15 3.84 -2.21
H 0.20 3.53 -0.75
H -0.32 4.84 -2.01
O -2.55 -0.44 1.09
C -3.49 -1.04 1.58
O -4.79 -0.54 1.50
C -5.04 0.84 1.00
C -6.50 1.08 1.12
C -3.34 -2.34 2.12
H -4.56 1.01 0.02
H -4.50 1.42 1.67
H -6.79 2.11 0.78
H -7.12 0.87 1.84
H -7.00 0.68 0.40
H -2.38 -2.66 2.27
H -3.83 -3.07 1.58
H -3.79 -2.45 3.00
O -0.40 -2.36 0.25
C 0.06 -2.63 -0.76
O -0.48 -2.33 -1.93
C -1.65 -1.39 -1.99
C -1.96 -0.95 -3.46
C 1.36 -3.49 -0.98
H -1.32 -0.54 -1.32
H -2.54 -1.82 -1.53
H -1.11 -0.70 -4.22
H -2.79 -0.34 -3.39
H -2.37 -1.84 -3.98
H 1.56 -3.99 -2.02
H 1.48 -4.21 -0.19
H 2.09 -2.73 -0.88
C 4.70 -2.84 1.06
C 4.19 -1.41 1.03
O 2.92 -1.21 1.31
C 5.18 -0.34 0.78
H 4.24 -3.83 0.87
H 5.08 -2.88 2.14
H 5.64 -2.87 0.38
H 6.21 -0.64 1.24
H 4.63 0.63 0.79
H 5.42 -0.37 -0.24
C -0.53 5.31 2.70
C 0.17 4.00 3.02
O 0.41 3.18 2.04
C 0.29 3.70 4.47
H -0.42 6.05 3.29
H -1.49 5.17 2.26
H -0.06 5.73 1.80
H 0.99 3.05 4.56
H -0.71 3.08 4.65
H 0.32 4.45 5.10
*
```

Results
Electronic energy = -1981.3910 Ha
Gap between HOMO and LUMO = 10.353 eV
LUMO energy = -0.0621 hartree

---

No. 6
The following is a quantum chemistry calculation of a structure of composition C14H21F11INO8PS3 at a distorted geometry, from the OMol25 dataset.

Structure (ORCA input):
```
! RIJCOSX wB97M-V def2-TZVPD def2/J DEFGRID3
* xyz -1 1
C 4.37 2.55 -0.38
C 3.63 2.84 -1.72
C 2.12 2.57 -1.67
C 1.42 3.55 -2.64
C 1.73 1.07 -1.84
C 0.84 0.72 -3.05
C -0.63 1.13 -3.02
C -1.44 0.78 -1.80
F -2.68 1.30 -2.01
F -1.02 1.38 -0.69
C -1.70 -0.73 -1.57
F -0.58 -1.46 -1.73
F -2.52 -1.12 -2.54
C -2.27 -1.11 -0.19
F -2.43 -2.45 -0.23
F -1.41 -0.87 0.78
C -3.65 -0.52 0.19
F -4.12 -1.26 1.16
F -4.53 -0.56 -0.78
F -3.53 0.69 0.63
O 2.94 0.30 -2.06
C 3.34 -0.45 -0.95
C 2.81 -1.89 -1.00
O 3.10 -2.59 0.21
C 2.00 -2.85 1.00
I 1.91 -1.33 2.56
P 2.22 -4.51 1.86
O 2.38 -5.65 0.73
O 0.80 -4.77 2.58
S 3.68 -4.46 3.10
H 5.08 1.74 -0.54
H 3.64 2.30 0.38
H 4.96 3.42 -0.10
H 4.13 2.38 -2.57
H 3.73 3.91 -1.87
H 1.80 2.87 -0.67
H 1.46 3.26 -3.68
H 1.87 4.54 -2.57
H 0.40 3.69 -2.30
H 1.27 0.64 -0.95
H 1.28 1.18 -3.93
H 0.94 -0.35 -3.22
H -0.78 2.19 -3.19
H -1.13 0.64 -3.86
H 4.43 -0.54 -1.01
H 3.14 0.01 0.02
H 3.39 -2.39 -1.78
H 1.77 -1.94 -1.32
H 1.05 -2.88 0.46
H 2.70 -5.27 -0.10
H 0.18 -4.11 2.23
N -6.11 0.70 4.24
S -6.89 -0.03 5.41
O -7.10 0.73 6.60
O -6.64 -1.43 5.56
F -8.34 -0.02 4.73
S -4.59 0.95 4.57
O -3.98 1.89 3.67
O -3.80 -0.18 4.91
F -4.63 1.79 5.92
*
```

Results
Electronic energy = -4135.0178 Ha
Gap between HOMO and LUMO = 8.020 eV
LUMO energy = 0.0541 hartree

---

No. 7
The following is a quantum chemistry calculation of a structure of composition C11H27Cl2DyN2OP2 at a distorted geometry, from the OMol25 dataset.

Structure (ORCA input):
```
! RIJCOSX wB97M-V def2-TZVPD def2/J DEFGRID3
* xyz 2 6
C -4.79 2.56 -3.63
C -3.47 2.15 -3.08
H -5.30 1.67 -4.02
H -4.67 3.29 -4.44
H -5.40 3.01 -2.84
O -3.00 1.03 -3.03
Cl -2.53 3.51 -2.44
Dy -0.19 -0.15 -0.17
P 1.56 0.37 -2.16
C 2.29 -1.17 -2.82
C 0.56 1.16 -3.47
H 1.15 1.42 -4.36
H 3.56 1.79 -2.57
H 0.09 2.07 -3.08
H 2.49 2.42 -1.28
H 1.47 -1.87 -3.09
H -0.26 0.48 -3.78
C 2.92 1.50 -1.72
H 2.94 -1.03 -3.70
H 3.55 1.04 -0.94
H 2.89 -1.66 -2.02
P -1.60 -0.05 2.14
C -1.87 -1.72 2.84
C -0.88 1.00 3.44
H -3.08 1.65 1.23
H -3.91 0.76 2.54
H -3.71 0.01 0.93
C -3.23 0.66 1.68
H -0.68 2.00 3.03
H -1.53 1.12 4.33
H -2.53 -1.72 3.73
H -0.89 -2.16 3.12
H 0.08 0.57 3.77
H -2.32 -2.36 2.06
Cl -0.15 2.29 0.15
C 4.42 -2.10 2.57
N 3.03 -2.54 2.35
C 2.66 -3.86 2.91
C 2.19 -1.81 1.70
N 1.39 -1.18 1.07
H 4.91 -2.90 3.15
H 4.48 -1.17 3.16
H 4.98 -1.98 1.63
H 1.86 -3.78 3.66
H 2.36 -4.57 2.13
H 3.54 -4.25 3.41
*
```

Results
Electronic energy = -3107.7065 Ha
Gap between HOMO and LUMO (spin up / spin down) = 6.214 / 8.358 eV
LUMO energy (spin up / spin down) = -0.3106 / -0.2396 hartree

---

No. 8
The following is a quantum chemistry calculation of a cluster of 2 separate species, C16H17N in total at a distorted geometry, from the OMol25 dataset.

Structure (ORCA input):
```
! RIJCOSX wB97M-V def2-TZVPD def2/J DEFGRID3
* xyz 0 1
C 3.61 1.24 1.23
C 2.58 2.16 0.67
C 2.34 3.45 0.99
N 1.56 4.07 0.03
C 1.35 3.15 -1.00
C 0.58 3.20 -2.15
C 0.36 1.99 -2.81
C 0.69 0.78 -2.26
C 1.52 0.71 -1.14
C 1.89 1.92 -0.59
H 3.18 0.24 1.37
H 3.96 1.59 2.19
H 4.41 1.01 0.53
H 2.61 3.99 1.88
H 0.76 4.66 0.18
H 0.06 4.11 -2.45
H -0.25 2.05 -3.70
H 0.48 -0.18 -2.75
H 1.79 -0.25 -0.71
C -0.84 -4.30 1.14
C -1.85 -3.22 0.88
C -1.97 -2.14 1.76
C -2.79 -1.07 1.43
C -3.52 -1.05 0.25
C -3.48 -2.19 -0.55
C -2.64 -3.26 -0.27
H -1.10 -4.93 1.99
H 0.17 -3.94 1.35
H -0.72 -5.00 0.30
H -1.24 -2.04 2.55
H -2.75 -0.21 2.08
H -4.16 -0.22 0.01
H -4.11 -2.28 -1.42
H -2.48 -4.02 -1.01
*
```

Results
Electronic energy = -674.6247 Ha
SMILES = Cc1c[nH]c2ccccc12.Cc1ccccc1
Gap between HOMO and LUMO = 8.667 eV
LUMO energy = 0.0291 hartree